[1]
DFT (ωB97M-V/def2-TZVPD) results for 2 unconnected molecules or ions with the total composition C22H32N6O3.

As for the multiplicity: 1. The gap between HOMO and LUMO is 8.484 eV.

Last column: Mulliken charge in e.
Geometry (Å):
H -0.36542 1.82308 1.27108  0.32
C 3.39310 3.46215 1.74426  -1.37
H 0.96735 -1.44393 5.20567  0.32
N 0.15612 -0.16175 2.95801  0.41
N -0.19652 -0.72242 -3.88291  0.17
C 0.81191 -0.93157 -4.93527  -1.11
H -0.50620 -2.42608 5.32030  0.38
H -2.83342 -0.95077 -0.03764  0.27
H -3.94570 -1.34752 -1.90520  0.38
H 4.18199 4.07407 2.18293  0.42
O -1.19404 -1.91137 2.98307  -0.75
H 2.75108 4.10496 1.14220  0.33
H -4.24541 -0.33280 -3.32660  0.38
H -1.83656 3.68022 5.19618  0.29
H -1.72768 -1.13827 1.27553  0.12
C -3.61868 -0.45092 -2.44016  -1.84
O 0.76994 2.36020 5.44108  -0.68
N 0.24006 -0.72995 0.14324  -0.47
H -3.35044 -0.59995 -5.29600  0.40
C 0.41952 2.51801 1.56799  -1.66
C 0.96011 0.93488 3.52349  0.14
H -1.95090 0.25453 -5.96685  0.31
C 1.32346 -0.79337 -0.63310  -0.78
O 0.06629 -3.31792 -5.38954  -0.29
H 3.28954 2.26596 3.51061  0.40
H 2.03105 1.10744 1.67553  0.25
C -0.10952 -1.44882 5.04851  -1.22
H -1.82450 2.32731 6.34210  0.30
H -3.07708 2.40683 5.08038  0.36
C -0.41172 -1.18932 3.58548  1.04
H -3.77350 0.41958 -1.79543  0.37
H 1.74386 -0.42820 -4.66138  0.33
H 2.10673 3.57621 3.45950  0.33
C -2.15948 -0.56837 -2.79650  1.01
H 0.15491 -5.48257 -5.64735  0.42
C 0.67205 -4.54770 -5.45361  -0.48
C 2.58598 2.79572 2.86680  -0.54
C 1.52683 1.79067 2.36060  0.24
C -2.26361 -0.62317 -5.39414  -1.53
C -1.07128 -0.63180 -1.82153  0.34
N -1.96750 -0.66556 0.39914  -0.28
N -1.15828 1.86031 4.40763  0.07
H 0.47309 -0.50139 -5.88080  0.43
N 1.29788 -0.78310 -1.96455  -0.63
C 0.17440 1.79558 4.53042  -0.07
H 1.80414 0.50078 4.05941  0.51
H -1.99304 -1.52274 -5.95432  0.26
H -0.57846 -0.68455 5.66493  0.24
C 2.01821 -4.42993 -5.24314  -0.35
C -2.03020 2.61165 5.30776  -1.00
C 1.05474 -2.40444 -5.11125  0.68
H 2.74486 -5.23651 -5.23665  0.39
C -1.58091 -0.62906 -4.05077  0.27
C 0.09810 -0.70952 -2.52987  0.29
H 3.84662 2.69966 1.10980  0.31
H -1.57513 1.36106 3.63600  0.20
C 2.26924 -3.02978 -5.01753  -0.57
C -0.92262 -0.65680 -0.45876  0.48
H 3.22349 -2.56039 -4.79678  0.42
H -0.01980 3.31730 2.16583  0.30
H 0.83370 2.94849 0.65693  0.52
H 0.00445 -0.14528 1.95283  -0.31
H 2.29279 -0.85905 -0.14761  0.51

[2]
DFT (ωB97M-V/def2-TZVPD) results for a molecular structure, C22H32N6O4S2.

As for the multiplicity: 1. The gap between HOMO and LUMO is 7.380 eV.

Last column: Mulliken charge in e.
Geometry (Å):
C -3.75078 -2.65618 1.26657  0.12
H -5.58293 -0.18714 -2.05010  0.23
C 4.53864 2.66817 0.64814  0.27
S 4.98729 0.55815 -1.42650  1.26
C 1.93059 -1.97374 -0.35605  -0.55
H 5.07143 2.79617 2.42524  0.46
H 2.01311 3.93736 0.88510  0.25
N -3.16042 -0.87135 -0.21075  0.53
N 2.08158 1.78790 1.60945  1.16
H -7.76544 1.49755 1.18125  0.23
H 3.92405 3.75977 1.97849  0.64
C -5.72024 0.85123 -1.59137  -0.44
C -5.56591 1.88082 0.58146  -0.99
H 4.15205 -1.79848 -0.21404  0.64
H -2.36233 -4.18116 1.18307  0.13
N -2.97241 1.19173 0.03707  -0.68
H -3.14684 -2.82111 -0.80642  0.70
H -4.76163 -2.09593 -0.50675  0.30
C 3.36596 1.85359 2.36091  -1.51
H -4.77363 -2.16505 2.00129  0.03
S -0.65950 -1.88451 -0.10840  0.01
H -7.52041 0.97570 -2.67008  0.71
H -7.09832 3.21429 -1.27650  0.44
C -5.32264 0.66771 -0.26638  0.00
C -7.21692 0.86226 -1.79492  -1.09
H -3.19080 -4.03376 2.81652  0.31
C -3.08664 -3.60439 1.83877  -0.64
H 6.20157 1.02174 0.75617  0.23
H -5.34338 1.88060 1.80214  0.21
H -5.05135 2.86375 0.20069  0.25
H 0.83581 1.06150 3.23021  0.13
O 5.92396 -0.47778 -1.11430  -0.65
H 0.13444 0.59114 -1.34959  1.32
H 3.70838 2.66312 -0.16284  0.10
C 1.09850 0.95984 2.04625  -1.28
C -3.82584 0.41615 -0.26592  -0.43
H 3.65362 0.99696 2.57434  0.99
H 2.46626 1.53298 -1.48270  0.35
C -1.84950 -0.74253 -0.32738  0.81
H 5.42441 3.44748 0.08568  0.15
O 4.84376 1.58772 -2.26986  -0.56
N 5.07938 1.38469 0.32784  -0.40
C -3.65781 -2.06153 -0.17467  -1.09
O 0.70670 -3.81845 0.36123  -0.61
C 0.81264 -1.38173 -0.49491  0.39
H 0.29310 3.13446 0.95870  0.14
H 2.95954 2.12659 3.35337  0.52
O 2.84117 -3.93873 0.68017  -0.61
H -7.82118 0.15177 -1.15997  0.29
H -5.78982 -0.02931 0.05950  1.22
H -5.20570 1.56509 -2.23060  0.23
H 1.13448 3.70747 2.35204  0.41
H -8.54037 2.61323 -1.01307  0.85
C -7.16072 2.40921 0.54896  -1.21
C 3.24015 -1.30604 -0.51788  0.24
N -1.73594 0.63913 -0.08954  -0.26
H -7.36708 3.13126 0.97424  1.05
C -7.67369 2.41824 -1.01952  -1.46
C 4.19899 2.82091 1.89309  -1.63
H 1.73313 -0.00460 1.99125  0.21
N 1.88985 -3.21701 0.33094  0.91
C 0.98464 0.23263 -1.09082  -1.50
C 2.12304 0.54312 -1.20077  -0.56
H 0.30050 0.82523 1.58834  0.32
C 3.37118 -0.19789 -0.93097  -0.40
C 1.48108 3.04309 1.50778  -1.13

In the order shown, the computed energy relative to the best compared isomer or geometry (same formula, charge and spin) values come out to 0.0000; 28.4033 eV.
In the order shown, the computed total energy values come out to -1411.841878; -2282.354874 Eh.